Entry 1:
The following is a quantum chemistry calculation of a molecular structure, C11H12CrN2O4, from the OMol25 dataset.

The geometry in XYZ format:
```
30
Properties=species:S:1:pos:R:3:lowdin_spin:R:1
Cr 0.5271 0.5015 -0.7397 3.2575
O -1.8790 -0.7697 -2.1313 0.0758
C -0.9376 -0.2063 -1.7340 0.0477
C 1.6411 1.0414 0.6578 0.0682
O 2.1364 1.2675 1.6921 0.1015
C -0.7908 1.7673 -0.0993 0.0498
O -1.6759 2.4048 0.3528 0.0748
C 1.5169 -0.9864 -1.3299 0.0713
O 2.0980 -1.8979 -1.7605 0.1033
C 1.8915 2.8897 -4.2070 0.0130
H 2.1482 2.0679 -4.8782 -0.0004
H 0.9862 3.4564 -4.4332 -0.0004
C 2.7981 3.3558 -3.3035 0.0138
H 2.6360 4.3037 -2.7859 -0.0003
H 3.7947 2.9141 -3.2365 -0.0003
C -3.5155 -1.2828 2.5141 0.0057
C -2.1311 -1.2728 1.9907 0.0320
C -0.9775 -1.9788 2.3121 0.0119
C 0.0838 -1.5320 1.5343 0.0186
N -0.4093 -0.5782 0.6954 0.0443
N -1.7356 -0.4609 0.9836 0.0030
C 1.4834 -2.0194 1.5589 0.0035
H -4.0606 -2.2266 2.3940 0.0019
H -3.6183 -1.0711 3.5855 0.0018
H -4.1463 -0.5370 2.0255 0.0000
H -0.9096 -2.7642 3.0292 0.0005
H -2.4304 0.1258 0.5178 -0.0004
H 1.7880 -2.0731 2.6226 0.0006
H 1.5082 -3.0569 1.1718 0.0008
H 2.1800 -1.3819 1.0010 0.0007
```

Calculated values
E_HOMO (alpha / beta): -15.35 / -15.32 eV
⟨S²⟩: 6.030
Frontier orbital gap (alpha / beta): 6.783 / 3.844 eV
Spin multiplicity: 5
Total charge: +2

=====

Entry 2:
The following is a quantum chemistry calculation of a single C3H4N4O2S molecule, from the OMol25 dataset.

The geometry in XYZ format:
```
14
Properties=species:S:1:pos:R:3:lowdin_charge:R:1
O 0.5712 0.3570 2.5623 -0.2850
S 0.8921 0.8623 1.2464 0.6733
O 1.9801 1.7897 1.1065 -0.2810
N -0.4801 1.4852 0.5737 -0.1153
C -1.1948 0.4781 -0.1687 -0.1696
N -0.2433 -0.5307 -0.5767 -0.0535
C -0.1544 -1.6290 -1.4112 -0.1156
N 1.0754 -2.0633 -1.3594 -0.0396
N 1.8059 -1.4602 -0.5224 0.0419
C 1.0244 -0.3991 -0.0009 -0.2257
H -0.8817 2.0157 1.3342 0.1216
H -1.3859 0.8650 -1.2142 0.1593
H -1.9921 0.1735 0.5037 0.1412
H -1.0168 -1.9440 -2.0732 0.1478
```

Calculated values
E_HOMO: -10.15 eV
Frontier orbital gap: 10.383 eV
Spin multiplicity: 1
SMILES: O=S1(=O)NCn2cnnc21
Relative energy (zero: lowest compared OMol25 entry of this formula, charge and spin): 273.8 kJ/mol

=====

Entry 3:
The following is a quantum chemistry calculation of a molecular structure, C6H13N2O3Te4V, from the OMol25 dataset.

The geometry in XYZ format:
```
29
Properties=species:S:1:pos:R:3:lowdin_spin:R:1
V -0.2455 0.1737 0.1474 2.0456
N 1.9368 -0.0544 0.0321 -0.0022
C 2.7831 1.1112 -0.2985 0.0002
C 2.3806 2.3498 0.4862 0.0004
C 1.0337 2.9117 0.0311 0.0036
O 0.7955 4.0900 -0.0087 0.0012
O 0.1887 1.9672 -0.3250 -0.0010
H 2.1192 -0.3634 0.9872 0.0030
H 2.1756 -0.8335 -0.5742 0.0006
H 2.6799 1.3028 -1.3672 0.0001
H 3.8334 0.8779 -0.1055 -0.0003
H 3.1388 3.1250 0.3905 0.0000
H 2.3047 2.1071 1.5521 -0.0002
Te -2.9019 -0.1492 -0.3168 -0.0540
Te -3.8531 -0.8468 2.1426 0.0195
Te -1.6304 -1.8350 3.3136 0.0133
Te -0.0674 0.3213 2.8355 -0.0543
C 1.2841 -4.2637 0.1659 0.0009
N -0.1613 -4.0979 0.1950 0.0080
C -1.0573 -5.2452 0.0801 0.0006
C -0.6732 -2.8819 0.1650 0.0054
O 0.0319 -1.8553 0.1361 0.0087
H 1.5255 -5.2973 0.3963 0.0000
H 1.7386 -3.6151 0.9128 0.0002
H 1.6900 -4.0126 -0.8164 0.0003
H -0.4950 -6.1511 0.2869 0.0000
H -1.4842 -5.3183 -0.9202 0.0003
H -1.8599 -5.1635 0.8117 0.0002
H -1.7637 -2.8043 0.1691 -0.0001
```

Calculated values
E_HOMO (alpha / beta): -6.91 / -6.97 eV
⟨S²⟩: 2.045
Frontier orbital gap (alpha / beta): 6.140 / 6.394 eV
Spin multiplicity: 3
Relative energy (zero: lowest compared OMol25 entry of this formula, charge and spin): 4.1 kJ/mol

=====

Entry 4:
The following is a quantum chemistry calculation of a single C2H4O2S2 molecule, from the OMol25 dataset.

The geometry in XYZ format:
```
10
Properties=species:S:1:pos:R:3:lowdin_charge:R:1
O -2.8094 0.0248 0.5131 -0.3055
S -1.5174 -0.4167 0.1573 0.7157
O -1.2600 -1.5791 -0.5891 -0.3457
C -0.4121 0.8604 0.0999 -0.2510
C 1.1575 0.4437 -0.0975 -0.5613
S 1.4764 -1.3195 0.3363 0.7140
H -0.5774 1.6375 0.8982 0.0863
H 1.4365 0.7355 -1.1083 0.0613
H 1.7767 1.0964 0.5135 0.0501
H 0.7292 -1.4832 -0.7233 -0.1640
```

Calculated values
E_HOMO (alpha / beta): -9.26 / -9.26 eV
Frontier orbital gap (alpha / beta): 8.392 / 8.391 eV
Spin multiplicity: 1
SMILES: O=S(=O)=CCS
Relative energy (zero: lowest compared OMol25 entry of this formula, charge and spin): 333.9 kJ/mol

=====

Entry 5:
The following is a quantum chemistry calculation of a single C4H6O4S2 molecule, from the OMol25 dataset.

The geometry in XYZ format:
```
16
Properties=species:S:1:pos:R:3:lowdin_charge:R:1
C -2.4165 -0.0675 -0.6020 -0.2067
C -0.3628 0.6571 0.6919 -0.2674
C -1.9601 0.6585 0.3594 -0.0110
C 0.1521 -0.1942 1.8840 -0.0845
O -2.8276 -0.8722 -1.3488 0.1712
O 0.5206 0.2702 -0.5520 -0.4640
O 0.9426 -0.0796 -3.0722 -0.0277
O 1.8850 -0.7201 -2.2097 -0.4579
S 3.2045 -0.9363 0.2876 0.2804
S 2.3766 0.2350 -0.9341 0.6021
H 0.0339 1.6613 0.9317 0.1198
H -2.5487 1.2678 1.0114 0.1033
H 0.9201 0.2910 2.3913 0.0375
H 0.5943 -1.1586 1.4716 0.0687
H -0.6518 -0.5359 2.5786 0.0876
H 0.1379 -0.4767 -2.8886 0.0484
```

Calculated values
E_HOMO: -9.42 eV
Frontier orbital gap: 8.657 eV
Spin multiplicity: 1
Relative energy (zero: lowest compared OMol25 entry of this formula, charge and spin): 748.8 kJ/mol

=====

Entry 6:
The following is a quantum chemistry calculation of 6 unconnected molecules or ions with the total composition H12O6, from the OMol25 dataset.

The geometry in XYZ format:
```
18
Properties=species:S:1:pos:R:3:lowdin_charge:R:1
O -9.2805 -15.2914 11.1190 -0.0540
H -9.6290 -15.0842 10.2520 0.0237
H -8.3575 -15.4929 10.9649 0.0260
O -7.4621 -9.2092 10.7186 -0.0545
H -6.8509 -9.0900 9.9917 0.0273
H -6.9029 -9.2994 11.4902 0.0283
O -9.8052 -13.4758 7.1577 -0.0529
H -9.0093 -13.7723 6.7162 0.0265
H -9.7097 -12.5249 7.2115 0.0296
O -6.3653 -16.4632 5.7593 -0.0552
H -6.7289 -17.1803 5.2400 0.0287
H -5.4673 -16.7352 5.9486 0.0276
O -14.3517 -8.9897 6.3938 -0.0530
H -13.6204 -8.8141 6.9859 0.0212
H -14.8840 -8.1949 6.4276 0.0267
O -11.5841 -7.3147 9.2299 -0.0535
H -10.9344 -7.6854 9.8271 0.0288
H -12.1242 -6.7503 9.7831 0.0287
```

Calculated values
E_HOMO: -11.26 eV
Frontier orbital gap: 11.782 eV
Spin multiplicity: 1
SMILES: O.O.O.O.O.O
Relative energy (zero: lowest compared OMol25 entry of this formula, charge and spin): 167.7 kJ/mol

=====

Number 1: strongest force on any atom 9.69 eV Å⁻¹, molar mass 288.22 Da. Number 2: strongest force on any atom 5.94 eV Å⁻¹, molar mass 160.16 Da. Number 3: strongest force on any atom 1.18 eV Å⁻¹, molar mass 722.53 Da. Number 4: strongest force on any atom 4.79 eV Å⁻¹, molar mass 124.19 Da. Number 5: strongest force on any atom 4.13 eV Å⁻¹, molar mass 182.22 Da. Number 6: strongest force on any atom 0.33 eV Å⁻¹, molar mass 108.09 Da.